Entry 1:
Formula: C14H5F5IN4O6ReS2
Source: OMol25
Level of theory: wB97M-V/def2-TZVPD

XYZ file:
```
38
Properties=species:S:1:pos:R:3:mulliken_spin:R:1
H -2.898 0.872 -2.980 -0.0002
C -3.885 1.810 0.143 0.0014
O -5.065 1.932 -3.186 0.0000
H -4.708 2.280 0.659 -0.0001
C -0.600 -0.079 -1.977 -0.0019
C -2.766 1.365 0.817 0.0030
H -0.852 0.415 0.757 0.0118
O -3.679 2.024 2.829 0.0000
C 3.582 -2.637 3.835 -0.0023
C -3.894 1.623 -1.226 0.0008
C 3.114 -0.721 -2.945 0.0012
H 1.588 1.502 1.943 -0.0019
C 0.888 -3.536 3.319 -0.0034
O -1.659 1.268 2.835 0.0002
C 3.341 -1.124 -1.465 -0.0133
I 3.257 2.296 -0.039 0.0013
F 3.321 -2.499 -1.460 0.0044
N -5.075 2.095 -1.985 0.0000
S 3.615 -0.995 1.675 0.0312
F 2.926 0.603 -3.060 0.0003
O -5.965 2.631 -1.357 0.0001
N 4.185 -3.020 4.733 -0.0039
C -1.697 0.764 0.179 0.0017
C 2.819 -2.146 2.709 -0.0103
C 1.577 1.377 0.865 -0.0113
S 0.642 -1.981 1.095 -0.0465
H 0.711 1.835 0.392 0.0150
C 1.559 -2.581 2.486 0.0598
F 2.079 -1.357 -3.480 -0.0011
O 0.540 -0.139 -1.389 0.0142
O -0.830 -0.465 -3.106 0.0050
C -1.735 0.591 -1.201 -0.0133
N 0.323 -4.287 3.980 0.0209
Re 1.961 -0.515 0.102 0.9367
F 4.205 -1.033 -3.680 0.0007
C -2.855 1.020 -1.910 0.0002
F 4.630 -0.744 -1.193 -0.0005
N -2.703 1.554 2.285 0.0002
```

Maximum force = 0.0136 hartree/bohr
DFT total energy = -78331.022 eV
2S+1 = 2
Gap between HOMO and LUMO (alpha / beta) = 6.68 / 6.88 eV
HOMO energy (alpha / beta) = -5.7 / -6.0 eV
Total charge = -1
LUMO energy (alpha / beta) = 0.9 / 0.9 eV
Energy relative to the best compared isomer or geometry (same formula, charge and spin) = 0.0 kcal per mole

Entry 2:
Formula: C5H7NO2
Source: OMol25
Level of theory: wB97M-V/def2-TZVPD

XYZ file:
```
15
Properties=species:S:1:pos:R:3:nbo_charge:R:1
H -2.422 -0.873 -0.975 0.2433
H -2.784 -0.191 0.608 0.2305
H 2.885 -1.373 -0.461 0.3564
C -0.085 -0.475 0.644 -0.5798
H -0.455 -1.499 0.643 0.2497
H -2.935 0.817 -0.856 0.2391
C -2.364 0.030 -0.370 -0.7191
C 1.961 0.926 0.050 0.3866
O 2.845 1.164 -0.727 -0.4979
C -0.923 0.431 -0.247 0.6182
H -0.145 -0.078 1.662 0.2481
O -0.444 1.387 -0.801 -0.5329
H 1.591 1.680 0.768 0.1211
C 1.339 -0.439 0.178 0.1890
N 1.935 -1.508 -0.114 -0.5524
```

Maximum force = 0.0146 hartree/bohr
DFT total energy = -10882.641 eV
Gap between HOMO and LUMO = 10.03 eV
HOMO energy = -9.8 eV
Total charge = 0
Structure (SMILES) = [H]/N=C(\C=O)CC(C)=O
LUMO energy = 0.2 eV
Energy relative to the best compared isomer or geometry (same formula, charge and spin) = 22.5 kcal per mole

Entry 3:
Formula: C59H53N5O2P2PbS2
Source: OMol25
Level of theory: wB97M-V/def2-TZVPD

XYZ file:
```
124
Properties=species:S:1:pos:R:3:lowdin_charge:R:1
C -3.494 5.140 -2.618 -0.0893
C -3.662 4.064 -3.384 -0.0298
H 2.942 -2.698 -4.629 0.1059
C 3.867 -0.179 6.054 -0.0982
N -3.112 2.363 -1.689 -0.0523
H -2.110 -3.393 -5.330 0.1102
C -2.160 0.330 1.944 -0.1360
C -5.044 -0.581 4.152 -0.0992
H -4.570 3.399 2.456 0.1159
H 1.217 2.907 -1.737 0.0923
C 4.622 1.758 0.082 -0.1108
C 0.717 3.162 1.602 -0.0862
C 2.803 -0.180 4.982 -0.1518
H 7.130 0.927 -2.720 0.1019
C -2.552 5.251 -1.497 -0.0845
C 0.510 2.760 0.286 -0.3755
H 5.410 -1.386 0.666 0.1133
C -4.380 -1.071 -1.617 -0.1425
C -2.828 2.597 1.459 -0.0583
H -4.980 -0.792 5.221 0.1155
H -7.029 -3.217 -1.762 0.0911
C 1.355 3.248 -0.715 -0.1049
H 3.570 -0.781 6.913 0.1168
H 6.503 -1.534 2.862 0.1151
C 3.478 -0.894 1.380 -0.3047
C -1.438 2.763 -3.009 -0.7975
C 3.333 -4.084 -3.034 -0.1011
C -3.933 2.531 2.335 0.0008
O 0.574 -2.457 1.155 -0.4968
H 2.764 -0.747 -3.136 0.1064
C -3.422 -1.904 -0.984 -0.3673
H -0.214 -2.063 -4.581 0.0750
H -5.414 -4.635 -0.499 0.0981
C 6.428 1.163 -1.930 -0.0829
C 5.133 -0.744 5.356 -0.0988
H 3.912 1.999 0.867 0.1015
C -2.992 2.746 -3.137 -0.2552
H -3.304 -2.930 3.891 0.1156
H 5.997 -0.089 5.475 0.1166
H 5.411 -1.714 5.772 0.1189
C 5.727 2.567 -0.116 -0.0817
H 5.189 -0.532 -2.346 0.0932
H -1.968 -4.283 -1.826 0.0843
C 5.326 0.343 -1.722 -0.0855
H -6.287 1.084 3.413 0.1177
C -1.788 -1.981 2.669 -0.0566
H 7.499 2.906 -1.284 0.0999
H -0.353 0.097 3.907 0.1051
C -6.036 -2.853 -1.532 -0.1154
P -0.851 1.665 -0.253 1.0370
C 2.529 4.584 0.901 -0.1016
H 0.221 3.621 -3.797 0.0443
C 3.494 -4.235 -1.665 -0.0880
H -3.362 1.976 -3.813 0.1128
H -0.848 -5.630 -1.975 0.1092
H 3.504 -3.266 0.248 0.1038
H -2.700 3.518 0.915 0.0861
H -5.294 1.507 4.795 0.1168
S -0.736 1.199 -3.621 0.4562
C 0.716 -0.045 3.841 -0.0455
H -0.044 -3.616 -0.680 0.0422
C -3.739 -0.878 3.453 -0.1489
C 6.636 2.272 -1.125 -0.0905
H -4.865 0.822 -2.584 0.1277
C -5.650 -1.579 -1.903 -0.0640
C -1.734 2.850 -1.419 -0.4600
H -1.041 4.602 -0.243 0.1025
N -1.102 -1.997 -4.091 -0.0836
H 0.988 0.456 5.928 0.1155
C -1.760 4.298 -0.995 -0.0919
H -4.336 4.122 -4.230 0.1036
C 2.342 4.169 -0.413 -0.0891
H 1.881 4.373 2.935 0.1019
C 3.378 -0.575 3.756 -0.0853
C 5.455 -1.267 2.805 -0.0022
H -1.141 -2.850 2.635 0.1122
C 4.809 -1.218 1.553 -0.0747
H -2.801 -3.145 -3.726 0.1140
N 0.017 -3.700 -1.692 -0.0206
C 3.407 -3.133 -0.821 -0.0809
C -1.372 -0.861 2.001 -0.3486
C 2.979 -1.728 -2.720 -0.1621
H -1.596 -1.202 -4.491 0.0227
N -0.762 3.827 -3.687 0.0376
C 4.415 0.629 -0.712 -0.3625
C 2.684 -0.636 2.537 -0.1412
C 3.167 -1.865 -1.341 -0.3985
C 3.072 -2.824 -3.561 -0.0900
H 5.875 3.435 0.515 0.1029
H 3.684 -5.216 -1.247 0.1070
C -1.006 -4.578 -2.248 -0.2587
C 1.479 0.133 5.019 -0.0045
C -3.855 -3.179 -0.566 -0.0460
O -2.184 -1.541 -0.753 -0.3301
C -1.964 1.552 1.212 -0.2746
C -1.098 -4.463 -3.766 -0.1881
N -3.183 1.004 -1.414 0.0292
H -1.605 -5.352 -4.151 0.1096
H 2.982 4.551 -1.198 0.1089
C -1.860 -3.244 -4.274 -0.2471
C -4.195 1.347 2.952 -0.1527
H -0.091 -4.472 -4.201 0.1071
C 1.269 -0.435 2.647 -0.2604
C -4.135 0.336 -1.929 -0.0837
C -5.128 -3.644 -0.833 -0.0986
C 4.741 -0.891 3.905 -0.1507
H 3.302 5.305 1.136 0.1014
H -6.355 -0.930 -2.413 0.1051
H -0.889 4.722 -3.232 0.0636
H 0.950 -4.031 -1.912 0.0475
C -5.312 0.921 3.873 -0.0990
C -2.999 -2.020 3.391 -0.0014
Pb -0.363 -0.856 -1.851 1.0613
H 4.034 0.836 6.420 0.1188
H -5.841 -1.209 3.751 0.1197
H -2.448 6.243 -1.071 0.1020
H 3.404 -4.943 -3.689 0.1036
S 0.251 -0.997 1.257 0.8143
H -3.145 -3.791 -0.021 0.1090
P 2.929 -0.376 -0.304 1.0891
C -3.309 0.270 2.753 -0.0812
C 1.731 4.064 1.908 -0.0818
H -4.044 6.040 -2.865 0.0963
H 0.073 2.783 2.385 0.0976
```

Maximum force = 0.0055 hartree/bohr
DFT total energy = -119084.087 eV
Gap between HOMO and LUMO = 7.04 eV
HOMO energy = -6.9 eV
Total charge = 0
LUMO energy = 0.2 eV
Energy relative to the best compared isomer or geometry (same formula, charge and spin) = 56.9 kcal per mole